{"formula": "C20H26N8PbS2", "method": "ωB97M-V with the def2-TZVPD basis set", "species": ["Pb", "C", "C", "N", "C", "C", "N", "C", "C", "N", "H", "H", "H", "H", "H", "H", "H", "H", "H", "H", "H", "H", "H", "H", "H", "N", "C", "S", "N", "N", "C", "C", "C", "C", "C", "C", "C", "C", "C", "C", "C", "C", "N", "H", "H", "H", "H", "H", "H", "H", "H", "H", "H", "H", "S", "C", "N"], "coordinates": [[-0.195543, -1.676969, -0.076080], [0.834020, 0.938597, -2.184853], [1.213817, -0.065582, -3.201384], [1.384571, -1.374555, -2.640566], [0.737038, -2.439380, -3.373959], [-0.713984, -2.259426, -3.655975], [-1.521782, -1.800587, -2.393086], [-2.357268, -0.617407, -2.726999], [-1.664475, 0.790710, -2.426860], [-0.494502, 0.719249, -1.570553], [0.851220, 2.033662, -2.666698], [1.640006, 0.911267, -1.375516], [2.152319, 0.282855, -3.631425], [0.477889, -0.108741, -3.988355], [2.268664, -1.701634, -2.298289], [0.872221, -3.355257, -2.862389], [1.146278, -2.546850, -4.360139], [-1.153571, -3.173726, -4.017029], [-0.931815, -1.455534, -4.337887], [-2.225199, -2.526710, -2.211831], [-3.158237, -0.623685, -2.074021], [-2.598070, -0.628649, -3.749826], [-2.351959, 1.459160, -1.897518], [-1.435861, 1.194447, -3.419435], [-0.660117, 1.231399, -0.721658], [-4.154991, 0.865439, 0.687899], [-2.910347, 0.330410, 0.976683], [-2.804519, -1.431335, 1.028841], [-1.900638, 1.154582, 1.132512], [-0.659288, 0.554685, 1.373671], [0.266841, 0.947091, 2.157037], [0.305922, 2.117604, 3.127577], [1.535645, 2.814976, 3.417277], [1.422747, 3.929525, 4.225581], [0.229722, 4.381429, 4.769862], [-0.929836, 3.679540, 4.539144], [-0.867161, 2.588557, 3.680691], [1.462322, 0.067114, 2.115161], [1.474982, -1.240025, 2.593520], [2.448021, -2.105551, 2.130588], [3.329484, -1.671917, 1.177120], [3.356524, -0.346531, 0.814615], [2.451753, 0.537820, 1.278613], [-4.917308, 0.227653, 0.919629], [-4.304028, 1.833268, 0.622830], [2.415336, 2.567884, 2.891490], [2.376832, 4.480817, 4.217960], [0.290999, 5.387291, 5.297928], [-1.948462, 3.880331, 4.786394], [-1.779434, 2.051534, 3.565797], [0.587758, -1.581091, 3.185093], [2.517515, -3.181237, 2.416218], [4.026728, -2.383961, 0.742732], [4.176249, -0.161613, 0.161410], [1.526362, -4.775209, -0.311859], [-0.049815, -4.487734, -0.680915], [-1.091588, -4.238014, -1.178781]], "forces_ev_per_a": [[-0.89, 0.42, -1.02], [-0.15, 3.09, 1.24], [1.16, -0.10, -0.25], [-1.50, -0.95, 0.62], [0.02, 0.31, -0.52], [-1.76, 1.22, 2.54], [-0.32, -0.17, -1.33], [2.92, 1.00, 1.32], [0.11, -0.85, -0.38], [0.89, -1.02, -0.15], [0.17, -2.13, 0.83], [-1.22, 0.24, -0.78], [0.07, 0.15, -0.39], [-0.13, 0.01, -0.35], [0.49, 0.53, -0.11], [0.29, -0.95, 0.65], [0.75, -0.28, -0.84], [-0.01, -0.36, -0.21], [0.27, 0.03, -0.74], [0.81, 0.03, 0.22], [-2.05, -0.37, 0.94], [-0.90, -0.04, -1.28], [-0.26, -0.23, -0.48], [0.23, 0.47, 0.26], [0.31, 0.38, -0.02], [0.63, -2.47, 0.34], [0.81, 0.04, -0.20], [0.02, 0.37, -0.15], [0.30, 0.63, 0.78], [-0.77, -1.04, -0.49], [-0.48, 1.37, 1.44], [1.04, -0.03, -0.85], [-3.44, -0.64, -0.05], [1.77, -0.02, -1.02], [0.42, 2.12, 0.94], [0.32, -0.59, -1.09], [0.18, -0.43, 0.68], [1.84, -0.12, -2.07], [-1.51, 0.15, 0.59], [-0.02, -1.62, 0.44], [0.53, -0.68, 0.22], [-1.06, -0.38, 1.17], [-0.17, -0.57, 0.08], [0.30, 0.67, -0.38], [-0.05, 1.18, 0.24], [0.96, -0.30, -0.24], [-0.77, 0.24, 0.80], [-0.45, -1.56, -0.50], [-0.16, 0.89, 0.89], [-0.45, -0.38, -0.55], [1.11, 0.26, -0.31], [-0.45, 1.06, -0.07], [-0.04, 0.21, 0.03], [0.20, 1.47, -0.64], [0.11, 0.14, 0.45], [-0.61, -0.19, -1.42], [0.61, -0.16, 1.16]], "lowdin_charge": [1.237, -0.215, -0.245, -0.083, -0.244, -0.151, -0.138, -0.178, -0.166, -0.121, 0.155, 0.118, 0.125, 0.104, 0.111, 0.066, 0.116, 0.120, 0.087, 0.070, 0.067, 0.089, 0.111, 0.108, 0.055, 0.063, -0.874, 0.461, -0.024, -0.080, -0.196, -0.115, -0.012, -0.102, -0.090, -0.075, -0.051, -0.283, -0.081, -0.118, -0.110, -0.137, 0.130, 0.080, 0.071, 0.084, 0.112, 0.127, 0.100, 0.097, 0.142, 0.123, 0.113, 0.102, 0.445, -1.106, 0.006], "orbital_gap_ha": 0.2942, "energy_ha": -2204.94112, "lumo_energy_ha": 0.0052, "homo_energy_ev": -7.9, "de_lowest_kcal_mol": 48.8}